# C5H14N3

The ion C5H14N3 with charge +1 in a non-equilibrium geometry (the ωB97M-V functional and the def2-TZVPD basis, the Open Molecules 2025 dataset).

The energy relative to the best compared isomer or geometry (same formula, charge and spin) is 1.377 eV. Its LUMO energy is -2.92 eV. As for the spin multiplicity: 1. As for the total charge: +1. Its HOMO energy is -11.5612 eV. As for the structure (SMILES): C[C@@H]([NH3+])C/C(N)=C/N.

Positions of all 22 atoms, in Å:
H -0.992 -2.794 2.471
H -2.410 -0.630 1.447
H -1.292 1.292 -1.640
H 2.214 1.305 -0.140
N -1.483 -0.330 1.128
C 1.320 1.472 -0.725
H 0.601 -2.134 2.433
H -1.548 0.180 0.173
H 1.304 -0.409 1.058
C 0.410 0.482 -0.649
N 1.239 2.622 -1.462
H -1.155 0.379 1.781
C -0.555 -1.437 0.729
H 1.409 -1.428 -0.260
C -0.211 -2.447 1.782
H -1.001 -1.824 -0.187
N -0.890 0.463 -1.252
C 0.701 -0.725 0.196
H 0.339 2.984 -1.716
H 1.836 3.398 -1.204
H -0.946 -0.249 -1.981
H 0.007 -3.405 1.304

Force components x, y, z for each atom (eV/Å):
H -0.425 0.687 -0.268
H 0.346 -0.141 -0.130
H 0.314 0.742 -0.137
H 0.206 0.291 -0.101
N -0.947 0.315 0.157
C -0.949 -0.551 0.174
H 0.244 0.054 -0.225
H -0.406 -0.207 -0.009
H -0.250 0.146 0.064
C 0.760 0.776 -0.111
N 0.312 0.725 -0.030
H 0.504 -0.377 0.312
C 0.930 0.701 -0.581
H -0.611 -0.292 -0.350
C -0.559 -1.250 0.544
H -0.518 -0.547 0.483
N -0.258 -0.773 -0.622
C 0.921 -0.059 1.001
H -0.271 -0.238 -0.166
H 0.118 -0.404 0.033
H -0.073 0.152 0.103
H 0.611 0.251 -0.141

Just the Löwdin charges please, in e? Sure, here they are: 0.091 0.172 0.103 0.130 0.168 -0.141 0.090 0.099 0.122 -0.326 0.079 0.169 -0.343 0.139 -0.039 0.148 0.055 -0.132 0.084 0.103 0.129 0.100



# C4H6N2O

An isolated molecule of C4H6N2O in a non-equilibrium geometry (the ωB97M-V functional and the def2-TZVPD basis, the Open Molecules 2025 dataset).

The energy relative to the best compared isomer or geometry (same formula, charge and spin) is 7.689 eV. Its LUMO energy is 0.63 eV. As for the spin multiplicity: 1. Its HOMO energy is -9.4448 eV. As for the structure (SMILES): [H]/N=C\N(O)CC#C.

Positions of all 13 atoms, in Å:
C 2.603 0.537 -0.521
H -0.431 2.269 0.060
H -1.184 -2.318 -0.582
O -0.570 -1.532 -0.637
C 1.576 0.218 0.082
H 0.642 0.112 1.898
N -0.691 -0.580 0.410
H 3.069 1.211 -1.280
H -2.790 -0.050 -0.366
C -1.616 0.403 -0.175
N -1.541 1.724 -0.058
H 1.086 -1.556 0.876
C 0.734 -0.395 0.952

Force components x, y, z for each atom (eV/Å):
C -2.260 1.257 -0.627
H -3.986 -2.907 -0.073
H 0.648 1.458 0.849
O -0.010 -1.699 -1.038
C 5.504 2.297 -3.290
H 0.115 -0.349 0.577
N -1.422 -0.127 -1.166
H -0.104 -1.218 1.206
H 3.774 1.076 0.318
C -0.764 3.007 2.867
N 3.075 -1.435 -0.970
H -0.877 2.664 1.236
C -3.693 -4.024 0.112

Just the Löwdin charges please, in e? Sure, here they are: 0.123 0.149 0.127 -0.112 -0.210 0.120 -0.172 0.054 0.174 -0.270 0.007 0.193 -0.185



# C37H34F3GeIrN4O3S2Se

A structure of composition C37H34F3GeIrN4O3S2Se in a non-equilibrium geometry (the ωB97M-V functional and the def2-TZVPD basis, the Open Molecules 2025 dataset).

The energy relative to the best compared isomer or geometry (same formula, charge and spin) is 0.000 eV. Its LUMO energy (spin up / spin down) is 2.27 / 2.26 eV. As for the spin multiplicity: 2. As for the total charge: -1. Its HOMO energy (spin up / spin down) is -4.3155 / -4.2667 eV.

Positions of all 86 atoms, in Å:
C -1.315 3.078 -2.618
Ir 1.235 -0.093 1.372
H 0.165 -0.843 -2.744
Ge -1.373 1.105 -2.353
N 1.544 -4.794 1.385
C 3.501 -3.458 -1.270
C 2.393 -3.350 4.477
H -3.151 3.466 -1.589
C 1.621 0.719 -2.509
H 0.091 0.587 4.552
H 2.765 -3.607 -2.059
H -3.040 -0.770 2.914
C -2.302 5.263 -2.377
H 0.496 -5.835 2.829
C -2.537 -1.305 0.903
H 0.533 5.434 -4.211
H -1.978 -1.549 -1.140
C 1.647 -4.173 0.189
F 0.186 5.188 0.639
F -0.462 6.098 2.465
N 0.355 1.496 2.715
C -1.268 5.816 -3.113
H -3.195 0.429 -7.013
C 3.680 -4.477 0.996
C -2.502 0.667 -5.003
C -3.431 0.315 -5.963
H -2.737 1.651 2.535
H -5.398 -0.452 -6.328
C -2.204 1.407 0.476
H 4.751 -4.429 1.014
H 1.519 -3.864 4.846
H -1.080 2.534 5.561
C 2.229 -0.234 -1.474
H 3.827 -4.559 5.553
O 1.403 -0.734 -0.637
C 4.765 -3.051 4.311
H -1.494 4.552 4.150
H 2.964 -5.436 2.848
H 2.349 0.829 -3.313
C -0.268 5.006 -3.622
C 3.680 -3.745 4.862
C -4.666 -0.177 -5.578
H 3.690 -2.380 -1.180
H -0.320 -5.680 1.247
O 3.180 -0.524 2.366
H -1.247 6.881 -3.294
C -2.746 -0.410 1.939
C -2.329 3.900 -2.143
C -2.774 0.526 -3.648
N 3.285 -1.598 3.141
C 4.555 -1.994 3.479
C -4.017 0.035 -3.276
H -2.075 2.467 0.308
H -4.244 -0.075 -2.223
C -2.148 -0.840 -0.339
H 0.263 0.247 -4.113
C 0.281 0.204 -3.024
C -0.621 4.998 1.682
H -3.091 5.890 -1.983
S 0.604 -1.876 3.054
C -0.739 2.571 4.539
C -0.420 3.745 2.455
F -1.889 5.116 1.195
C -2.584 0.948 1.726
C -1.970 0.519 -0.564
H -5.928 -0.683 -3.926
H 0.492 3.013 -3.758
Se 0.272 -3.738 -0.910
H 5.774 -3.353 4.541
C -0.294 3.646 -3.369
O 3.425 -0.499 -1.538
C -4.959 -0.310 -4.231
H -0.220 -4.271 2.333
C 2.193 -2.303 3.599
N 2.960 -3.998 -0.061
H 1.534 1.687 -2.012
S 0.969 2.440 0.425
H -2.668 -2.367 1.066
C 0.300 -5.171 1.989
H 5.334 -1.389 3.042
C -0.951 3.706 3.765
C 2.799 -4.977 1.895
C 0.234 2.617 1.967
H 4.422 -3.982 -1.522
C -0.092 1.490 3.990
H -1.543 1.067 -5.305

Force components x, y, z for each atom (eV/Å):
C 0.031 -0.771 0.201
Ir -1.972 2.558 0.210
H -0.087 -0.087 -0.026
Ge 0.039 -0.208 -0.307
N 0.360 0.194 -0.219
C 0.297 0.550 -0.621
C 1.510 -0.785 0.933
H -0.066 0.028 0.082
C 0.239 -0.281 0.292
H -0.010 -0.181 -0.048
H 0.059 0.003 0.017
H -0.008 -0.060 0.132
C -0.126 0.065 0.055
H 0.073 0.000 0.026
C -0.062 -0.113 0.149
H 0.019 0.013 0.011
H 0.083 -0.070 0.000
C -0.533 0.079 -0.598
F 0.091 -0.218 0.110
F 0.018 -0.096 0.309
N 0.331 -0.943 1.222
C -0.003 0.159 -0.050
H 0.010 0.004 -0.058
C 0.141 -0.367 0.570
C 0.169 0.055 -0.009
C -0.010 0.017 -0.213
H -0.038 0.032 0.027
H -0.022 -0.010 0.005
C -0.122 0.150 -0.055
H 0.140 -0.008 0.064
H -0.099 -0.041 0.030
H -0.075 -0.047 0.097
C 0.512 0.117 -0.466
H 0.027 -0.121 0.046
O -0.424 -0.309 1.129
C -0.066 -0.621 0.515
H -0.025 0.179 0.100
H 0.051 -0.079 0.071
H -0.025 0.009 0.019
C 0.066 0.131 -0.060
C -0.896 0.814 -0.574
C -0.133 -0.034 -0.061
H -0.073 -0.293 0.008
H 0.062 0.058 0.077
O 0.419 -0.704 0.709
H 0.012 0.121 -0.022
C -0.064 -0.039 0.072
C -0.044 -0.163 0.072
C 0.355 0.185 0.401
N 0.490 -0.016 0.055
C -1.074 0.459 -0.426
C 0.038 0.014 0.207
H 0.031 0.098 0.041
H -0.082 -0.040 0.051
C 0.021 -0.050 -0.239
H -0.159 0.042 -0.057
C -0.628 0.388 0.187
C -0.250 0.906 -0.643
H -0.010 0.053 0.003
S 0.699 0.728 -0.942
C -0.360 0.482 0.167
C -0.762 0.048 1.693
F -0.011 -0.308 0.130
C -0.098 0.068 0.024
C 0.180 0.219 -0.619
H -0.048 -0.042 0.031
H 0.118 -0.007 -0.036
Se -0.660 -0.184 -0.355
H 0.163 0.079 0.033
C 0.104 -0.203 -0.008
O 0.346 0.392 0.067
C -0.189 -0.082 -0.032
H -0.006 -0.199 -0.040
C -0.462 1.188 -0.988
N -0.366 -0.217 0.554
H 0.017 0.079 -0.046
S 0.437 -1.355 0.145
H 0.069 -0.056 -0.010
C -0.480 -0.030 0.067
H -0.041 0.024 -0.070
C 0.768 -0.391 -1.185
C 0.699 -0.169 0.004
C 0.735 -0.580 -0.753
H 0.023 -0.101 0.050
C 0.554 -0.132 -1.312
H 0.067 0.025 -0.124

Just the Löwdin charges please, in e? Sure, here they are: -0.258 0.929 0.058 1.053 -0.132 -0.043 -0.133 0.100 -0.194 0.082 0.052 0.098 -0.097 0.088 -0.099 0.098 0.081 -0.756 0.111 0.109 -0.103 -0.103 0.095 -0.053 -0.119 -0.102 0.097 0.093 -0.146 0.118 0.102 0.097 -0.695 0.098 -0.297 -0.089 0.118 0.106 0.109 -0.092 -0.088 -0.111 0.068 0.065 -0.270 0.094 -0.104 -0.116 -0.254 -0.193 -0.025 -0.105 0.073 0.093 -0.135 0.055 -0.236 -0.589 0.099 0.632 -0.077 -0.133 0.113 -0.101 -0.277 0.095 0.093 0.640 0.098 -0.110 -0.004 -0.101 0.028 -0.642 -0.116 0.038 0.721 0.100 -0.088 0.133 0.002 -0.083 -0.713 0.090 -0.129 0.091



no.,electronic energy (eV)
1,-9875.790
2,-9265.812
3,-205549.087